ORCA calculation (ωB97M-V/def2-TZVPD) on a cluster of 11 separate species, C57H61F8O6P in total.

Structure (XYZ):
```
133
Properties=species:S:1:pos:R:3:lowdin_charge:R:1
C 4.98 -4.32 -1.04 -0.045
O 4.90 -2.86 -0.94 -0.215
P 6.20 -1.98 -0.63 0.287
O 7.37 -2.36 -1.37 -0.214
O 5.80 -0.51 -1.00 -0.206
C 6.27 0.06 -2.24 -0.083
O 6.39 -1.94 0.93 -0.200
C 5.46 -1.49 1.97 -0.056
H 5.71 -4.76 -0.41 0.084
H 5.14 -4.68 -2.07 0.106
H 4.03 -4.65 -0.81 0.027
H 7.36 -0.22 -2.39 0.103
H 6.17 1.12 -2.21 0.076
H 5.75 -0.23 -3.17 0.072
H 4.43 -1.58 1.62 0.069
H 5.64 -0.45 2.25 0.090
H 5.55 -2.13 2.88 0.101
F 0.47 -3.18 -2.21 0.042
C 0.87 -4.19 -1.41 -0.270
C 1.54 -3.85 -0.23 -0.010
C 1.76 -4.96 0.59 -0.087
C 1.29 -6.26 0.31 -0.057
C 0.62 -6.49 -0.90 -0.071
C 0.44 -5.44 -1.75 -0.038
H 1.97 -2.87 -0.07 0.110
H 2.35 -4.68 1.41 0.090
H 1.57 -7.03 0.98 0.085
H 0.29 -7.46 -1.18 0.098
H -0.08 -5.51 -2.69 0.124
F -1.06 -0.54 -3.75 0.070
C -0.43 0.19 -2.83 -0.247
C 0.88 -0.23 -2.50 -0.003
C 1.53 0.48 -1.51 -0.086
C 0.89 1.55 -0.91 -0.134
C -0.40 1.89 -1.22 -0.096
C -1.11 1.19 -2.13 0.003
H 1.37 -1.03 -3.01 0.098
H 2.57 0.26 -1.21 0.124
H 1.27 2.02 -0.06 0.069
H -0.82 2.74 -0.67 0.116
H -2.11 1.39 -2.34 0.082
F -4.40 4.18 -1.75 0.066
C -4.65 2.99 -1.21 -0.319
C -4.64 2.84 0.15 -0.020
C -4.79 1.54 0.61 -0.075
C -4.93 0.47 -0.27 -0.110
C -5.07 0.65 -1.62 -0.058
C -4.91 1.97 -2.11 -0.004
H -4.47 3.69 0.81 0.121
H -4.71 1.43 1.74 0.127
H -5.05 -0.51 0.13 0.078
H -5.35 -0.16 -2.22 0.094
H -5.04 2.16 -3.13 0.102
F -3.31 4.75 5.12 0.012
C -2.29 4.11 4.41 -0.256
C -1.92 2.82 4.65 -0.016
C -1.17 2.15 3.70 -0.082
C -0.67 2.82 2.63 -0.118
C -1.02 4.14 2.42 -0.089
C -1.95 4.76 3.25 -0.024
H -2.36 2.27 5.47 0.123
H -1.06 1.10 3.81 0.099
H 0.06 2.42 1.92 0.096
H -0.78 4.70 1.50 0.118
H -2.10 5.86 3.11 0.138
F 3.79 0.57 4.07 0.063
C 2.76 -0.12 3.60 -0.306
C 2.26 -1.20 4.34 -0.017
C 1.23 -1.88 3.78 -0.093
C 0.72 -1.51 2.55 -0.092
C 1.21 -0.43 1.81 -0.072
C 2.25 0.32 2.37 -0.011
H 2.70 -1.43 5.30 0.118
H 0.77 -2.69 4.36 0.119
H -0.01 -2.10 2.07 0.075
H 0.78 -0.06 0.93 0.068
H 2.68 1.13 1.76 0.108
F 3.44 -3.00 -5.43 0.017
C 3.05 -1.89 -6.18 -0.230
C 3.84 -0.79 -5.99 -0.047
C 3.46 0.37 -6.59 -0.105
C 2.33 0.48 -7.39 -0.082
C 1.59 -0.69 -7.67 -0.086
C 1.88 -1.86 -7.00 -0.017
H 4.70 -0.88 -5.34 0.110
H 4.12 1.26 -6.46 0.121
H 2.15 1.43 -7.86 0.095
H 0.65 -0.64 -8.26 0.117
H 1.35 -2.78 -7.16 0.107
F -5.60 -4.25 3.03 0.035
C -4.59 -3.72 2.28 -0.279
C -4.23 -2.45 2.63 -0.017
C -3.31 -1.78 1.83 -0.094
C -2.88 -2.43 0.69 -0.098
C -3.22 -3.76 0.38 -0.066
C -4.05 -4.46 1.22 -0.012
H -4.71 -2.01 3.58 0.152
H -2.89 -0.84 2.01 0.084
H -2.13 -1.98 0.07 0.100
H -2.72 -4.20 -0.42 0.089
H -4.27 -5.53 1.10 0.129
F -0.77 5.17 -2.96 0.098
C 0.13 5.83 -2.30 -0.346
C 1.43 5.35 -2.18 0.004
C 2.40 6.20 -1.57 -0.064
C 2.03 7.50 -1.16 -0.114
C 0.70 7.88 -1.17 -0.081
C -0.30 7.01 -1.69 0.002
H 1.71 4.42 -2.66 0.110
H 3.42 5.92 -1.54 0.089
H 2.81 8.19 -0.91 0.093
H 0.43 8.89 -0.90 0.097
H -1.37 7.15 -1.72 0.111
C -9.09 -3.85 2.14 -0.018
C -8.29 -5.22 2.13 -0.508
O -8.41 -6.00 3.02 0.085
C -7.62 -5.44 0.81 -0.043
H -9.71 -3.76 3.03 0.075
H -9.54 -3.66 1.21 0.047
H -8.36 -3.02 2.24 0.082
H -8.45 -5.58 0.06 0.105
H -6.92 -6.26 0.77 0.071
H -7.09 -4.51 0.52 0.083
C 3.01 5.57 3.05 -0.033
C 2.66 4.16 3.02 -0.491
O 2.83 3.48 2.03 0.050
C 2.04 3.64 4.34 0.004
H 3.76 5.81 3.83 0.104
H 2.16 6.21 3.34 0.098
H 3.42 5.81 2.09 0.072
H 2.51 4.23 5.17 0.098
H 2.12 2.57 4.43 0.058
H 1.01 3.99 4.38 0.063
```

Computed properties:
Total charge: 0
Orbital gap: 9.447 eV
Highest occupied orbital energy: -9.02 eV
Energy: -3800.2907 hartree
E_LUMO: 0.0155 Eh

---

ORCA calculation (ωB97M-V/def2-TZVPD) on a structure of composition C57H63ClN14O4S2V.

Structure (XYZ):
```
142
Properties=species:S:1:pos:R:3:lowdin_charge:R:1
V -0.86 0.27 -0.19 1.001
C -0.71 3.67 4.29 -0.042
N -0.75 3.13 2.93 -0.080
C -0.54 1.90 2.49 -0.115
N -0.67 1.88 1.16 -0.002
C -1.01 3.17 0.85 -0.156
N -1.06 3.94 1.90 0.165
C 0.00 2.72 5.21 -0.212
C -0.60 2.13 6.31 -0.005
C 0.13 1.28 7.13 -0.031
C 1.44 0.96 6.82 -0.037
C 2.03 1.51 5.69 -0.132
C 1.32 2.42 4.91 0.012
C 3.31 1.11 5.11 -0.281
N 4.05 1.84 4.36 0.122
N 4.89 1.01 3.68 0.128
C 4.64 -0.19 4.08 -0.279
O 3.65 -0.21 5.01 0.126
C 5.04 -1.43 3.41 -0.130
C 5.58 -2.55 4.03 0.004
C 5.83 -3.69 3.29 -0.039
C 5.49 -3.75 1.94 -0.014
C 4.93 -2.64 1.32 -0.202
C 4.43 -2.71 -0.11 -0.046
N 3.04 -2.27 -0.18 -0.076
C 2.47 -1.29 -0.89 -0.127
N 1.19 -1.20 -0.57 -0.107
C 1.04 -2.17 0.38 -0.248
N 2.13 -2.84 0.63 0.221
C 4.74 -1.48 2.05 0.023
H -1.72 3.90 4.62 0.139
H -0.17 4.62 4.21 0.148
H -0.23 1.07 3.12 0.073
H -1.19 3.54 -0.14 0.127
H -1.63 2.37 6.56 0.123
H -0.34 0.87 8.02 0.122
H 2.01 0.29 7.46 0.129
H 1.82 2.86 4.06 0.133
H 5.83 -2.51 5.09 0.129
H 6.28 -4.55 3.76 0.120
H 5.67 -4.65 1.38 0.123
H 4.48 -3.73 -0.48 0.133
H 5.02 -2.06 -0.77 0.145
H 2.99 -0.68 -1.61 0.154
H 0.11 -2.35 0.91 0.104
H 4.33 -0.59 1.58 0.123
O 0.74 0.90 -0.99 -0.229
C 0.73 1.85 -2.05 -0.098
C -0.72 2.03 -2.42 -0.205
C -1.15 2.81 -3.48 0.040
C -2.51 2.94 -3.71 0.022
C -3.40 2.29 -2.86 0.003
C -2.91 1.52 -1.84 -0.077
N -1.59 1.39 -1.62 -0.021
H 1.71 0.68 -0.64 0.198
H 1.30 1.49 -2.91 0.053
H 1.17 2.79 -1.72 0.164
H -0.42 3.31 -4.11 0.140
H -2.88 3.54 -4.53 0.136
H -4.47 2.38 -3.00 0.128
H -3.57 0.99 -1.16 0.118
N 1.51 -2.11 6.07 0.131
C 1.06 -2.56 4.90 -0.903
N 1.18 -3.86 4.63 0.120
S 0.34 -1.50 3.80 0.627
H 1.94 -2.73 6.74 0.132
H 1.47 -1.13 6.28 0.037
H 1.60 -4.51 5.29 0.123
H 0.87 -4.22 3.75 0.095
C 1.07 -6.83 -4.61 -0.030
C 0.62 -5.51 -5.25 -0.521
C -0.91 -5.55 -5.48 -0.030
C 1.30 -5.38 -6.62 -0.028
C 0.98 -4.30 -4.33 -0.422
O 0.49 -3.09 -4.88 -0.002
C 2.50 -4.20 -4.06 -0.082
C 3.02 -2.92 -3.36 -0.114
C 2.90 -1.63 -4.13 -0.207
C 2.11 -0.58 -3.68 -0.052
C 1.97 0.58 -4.42 -0.105
C 2.64 0.72 -5.62 -0.644
Cl 2.45 2.16 -6.55 0.726
C 3.47 -0.29 -6.07 -0.060
C 3.60 -1.46 -5.33 -0.002
C 0.24 -4.43 -2.95 -0.002
N -0.36 -3.18 -2.54 -0.025
C 0.02 -2.34 -1.58 -0.185
N -0.81 -1.29 -1.56 0.013
C -1.73 -1.59 -2.53 -0.140
N -1.48 -2.72 -3.12 0.173
H 0.72 -7.66 -5.24 0.102
H 0.65 -6.99 -3.62 0.087
H 2.15 -6.90 -4.55 0.089
H -1.12 -6.12 -6.38 0.096
H -1.31 -4.55 -5.62 0.086
H -1.44 -6.03 -4.66 0.084
H 1.01 -6.22 -7.24 0.101
H 2.39 -5.40 -6.54 0.083
H 1.00 -4.47 -7.15 0.092
H 0.69 -3.09 -5.83 0.107
H 3.03 -4.30 -5.01 0.109
H 2.79 -5.05 -3.44 0.121
H 4.08 -3.09 -3.16 0.128
H 2.52 -2.80 -2.39 0.072
H 1.56 -0.69 -2.75 0.078
H 1.32 1.39 -4.08 0.058
H 4.01 -0.18 -7.00 0.122
H 4.26 -2.24 -5.68 0.132
H 0.94 -4.74 -2.18 0.142
H -0.56 -5.16 -3.02 0.123
H 0.89 -2.48 -0.96 0.025
H -2.56 -0.96 -2.79 0.125
O -2.20 -0.41 0.81 -0.605
S -2.40 -0.81 2.30 1.009
C -4.13 -0.32 2.71 -0.206
C -4.68 0.73 1.79 -0.280
C -4.28 2.06 1.91 -0.049
C -4.82 3.04 1.08 -0.060
C -5.78 2.68 0.14 -0.069
C -6.19 1.36 0.02 -0.060
C -5.63 0.39 0.84 -0.024
C -2.62 -2.64 2.27 -0.257
C -3.75 -3.10 1.41 -0.289
C -3.60 -3.11 0.02 -0.046
C -4.65 -3.48 -0.81 -0.052
C -5.86 -3.85 -0.25 -0.051
C -6.01 -3.89 1.13 -0.046
C -4.96 -3.51 1.96 -0.048
H -4.05 0.04 3.74 0.113
H -4.74 -1.21 2.68 0.079
H -3.59 2.34 2.69 0.109
H -4.52 4.07 1.19 0.116
H -6.23 3.45 -0.48 0.118
H -6.95 1.09 -0.69 0.119
H -5.98 -0.64 0.76 0.119
H -2.76 -2.89 3.33 0.114
H -1.65 -3.01 1.94 0.065
H -2.64 -2.84 -0.39 0.082
H -4.51 -3.49 -1.88 0.111
H -6.69 -4.13 -0.89 0.119
H -6.94 -4.23 1.57 0.121
H -5.08 -3.56 3.03 0.127
```

Computed properties:
⟨S²⟩: 2.009
Total charge: +3
Orbital gap (alpha / beta): 6.700 / 7.240 eV
2S+1: 3
Highest occupied orbital energy (alpha / beta): -14.89 / -14.89 eV
Relative energy (zero: lowest compared OMol25 entry of this formula, charge and spin): 927.3 kJ/mol
Energy: -5476.9923 hartree
E_LUMO (alpha / beta): -0.3010 / -0.2811 Eh